# 1
128
Properties=species:S:1:pos:R:3 method="wB97M-V/def2-TZVPD" charge=+1 lumo_energy_ev=-1.38
C 11.144 16.802 11.180
C 11.859 15.536 10.872
O 12.697 15.355 10.070
N 11.370 14.342 11.691
H 11.404 14.691 12.732
H 10.448 14.257 11.247
C 12.126 13.082 11.597
H 10.220 16.720 10.641
H 11.559 17.703 10.720
H 10.875 16.877 12.239
H 12.896 12.993 12.351
H 12.741 13.065 10.609
H 11.418 12.257 11.465
C 11.755 12.347 6.683
C 10.496 12.585 7.505
O 10.451 13.058 8.658
N 9.303 12.428 6.840
H 9.343 11.958 5.993
H 9.365 13.160 10.173
C 8.115 12.915 7.414
H 12.220 13.369 6.354
H 11.449 11.701 5.843
H 12.549 11.962 7.313
H 7.326 12.572 6.810
H 8.160 14.008 7.426
H 7.990 12.548 8.482
O 8.873 13.575 10.901
H 8.297 14.158 10.339
C 11.477 16.869 7.103
C 12.977 16.571 6.912
O 13.046 15.242 6.418
O 10.888 16.145 8.183
H 10.930 16.756 6.188
H 11.456 17.919 7.412
H 13.565 16.742 7.797
H 13.332 17.215 6.070
H 13.845 14.723 6.689
H 11.113 15.215 8.172
C 13.576 12.020 18.321
C 13.817 13.176 17.339
O 13.348 12.965 16.003
O 14.719 11.166 18.223
H 12.631 11.557 18.056
H 13.434 12.354 19.385
H 14.845 13.351 17.363
H 13.280 14.084 17.577
H 14.016 12.475 15.439
H 14.671 10.435 18.833
C 15.520 17.324 14.251
C 15.640 16.628 12.841
O 15.093 15.334 12.933
O 14.261 17.687 14.634
H 16.251 18.169 14.331
H 15.901 16.523 14.889
H 16.673 16.421 12.630
H 15.306 17.009 11.872
H 14.185 15.373 13.278
H 14.222 18.059 15.471
C 9.028 11.097 13.807
C 10.342 10.454 13.409
O 10.564 10.494 12.038
O 8.807 12.473 13.521
H 8.842 10.914 14.863
H 8.243 10.539 13.260
H 10.249 9.449 13.752
H 11.211 10.842 13.926
H 11.199 9.810 11.768
H 8.642 12.476 12.581
C 10.770 21.298 11.072
C 9.559 20.469 10.549
O 8.296 20.795 11.148
O 11.903 20.838 10.366
H 11.011 21.048 12.129
H 10.484 22.329 11.097
H 9.710 19.422 10.614
H 9.548 20.708 9.509
H 8.007 21.669 10.812
H 12.486 21.534 10.242
C 16.327 13.673 10.224
C 15.879 14.545 9.051
O 14.653 14.092 8.418
O 15.225 13.401 11.057
H 17.122 14.022 10.854
H 16.645 12.695 9.883
H 16.755 14.506 8.288
H 15.751 15.614 9.281
H 13.924 14.201 9.071
H 14.917 14.158 11.624
C 15.053 10.554 14.059
C 16.499 10.377 13.649
O 17.004 11.069 12.462
O 14.925 11.959 14.124
H 14.859 10.203 15.092
H 14.266 10.096 13.382
H 16.794 9.351 13.539
H 17.079 10.630 14.481
H 16.582 10.680 11.705
H 15.485 12.380 13.504
C 10.429 15.331 15.567
C 11.704 15.961 15.134
O 12.518 15.051 14.435
O 9.703 15.050 14.344
H 9.826 15.951 16.238
H 10.569 14.442 16.115
H 12.242 16.314 15.999
H 11.556 16.828 14.493
H 12.712 14.247 14.993
H 9.220 14.180 14.393
C 13.151 9.486 9.483
C 14.204 10.541 9.761
O 14.041 10.935 11.067
O 11.785 10.007 9.514
H 13.165 8.639 10.221
H 13.200 8.978 8.549
H 14.271 11.352 9.020
H 15.198 10.015 9.783
H 14.424 11.829 11.143
H 11.743 10.953 9.248
C 7.230 15.832 11.655
C 7.041 17.293 11.996
O 7.931 17.965 11.185
O 7.247 15.620 10.228
H 6.401 15.201 12.011
H 8.114 15.421 12.131
H 7.373 17.480 13.041
H 6.010 17.606 11.858
H 7.669 18.898 11.139
H 7.738 16.346 9.864

=====

# 2
130
Properties=species:S:1:pos:R:3 method="wB97M-V/def2-TZVPD" lumo_energy_ev=-0.10
C 9.141 8.477 -1.191
C 8.659 8.073 -2.568
C 7.103 8.268 -2.936
O 6.236 7.276 -2.500
C 4.965 7.193 -3.099
N 9.517 8.653 -3.578
H 8.696 7.770 -0.491
H 8.797 9.435 -0.803
H 10.202 8.414 -0.946
H 8.695 6.984 -2.605
H 6.909 8.632 -3.944
H 6.848 9.213 -2.457
H 4.455 8.052 -2.662
H 4.372 6.313 -2.849
H 4.906 7.210 -4.188
H 10.222 7.935 -3.661
H 10.016 9.490 -3.311
C -1.601 -0.083 7.895
C -1.378 0.003 9.385
C -1.428 1.418 10.034
O -2.781 1.855 10.078
C -2.966 3.224 10.606
N -2.211 -0.985 10.012
H -1.545 -1.143 7.646
H -0.808 0.471 7.392
H -2.584 0.353 7.715
H -0.314 -0.209 9.488
H -0.881 2.146 9.434
H -1.092 1.207 11.049
H -2.638 3.130 11.642
H -3.937 3.719 10.601
H -2.356 3.907 10.015
H -3.190 -0.740 9.981
H -2.033 -0.839 10.995
C 0.170 0.650 -10.667
C -0.912 -0.422 -10.466
C -0.375 -1.746 -10.982
O 0.769 -2.191 -10.096
C 1.334 -3.439 -10.627
N -1.345 -0.570 -9.080
H 1.160 0.247 -10.452
H 0.020 1.548 -10.068
H 0.398 0.996 -11.676
H -1.631 -0.045 -11.193
H -0.129 -1.469 -12.007
H -1.085 -2.569 -11.061
H 1.509 -3.461 -11.703
H 0.601 -4.191 -10.335
H 2.274 -3.670 -10.126
H -0.471 -0.823 -8.642
H -1.808 -1.460 -8.959
C -4.588 -9.626 7.465
C -5.774 -9.360 6.650
C -5.771 -10.113 5.280
O -4.626 -9.992 4.499
C -4.412 -8.650 3.988
N -6.926 -9.739 7.469
H -4.299 -10.672 7.568
H -4.589 -9.183 8.461
H -3.744 -9.180 6.938
H -5.841 -8.282 6.507
H -6.589 -9.655 4.724
H -6.074 -11.159 5.314
H -3.327 -8.570 3.910
H -4.774 -7.941 4.732
H -4.882 -8.455 3.024
H -7.721 -9.657 6.851
H -7.034 -9.004 8.154
C -1.968 -1.784 -0.109
C -1.442 -1.058 -1.347
O -0.437 -0.166 -0.943
O -0.945 -2.695 0.357
H -2.791 -2.449 -0.374
H -2.310 -1.092 0.661
H -2.235 -0.463 -1.800
H -0.962 -1.703 -2.083
H 0.231 -0.137 -1.631
H -0.227 -2.160 0.703
C -3.964 6.863 -4.748
C -3.367 5.550 -5.287
O -4.166 4.939 -6.172
O -4.213 7.564 -5.921
H -3.297 7.429 -4.097
H -4.824 6.606 -4.129
H -3.259 4.825 -4.481
H -2.331 5.642 -5.614
H -3.745 4.159 -6.541
H -4.463 6.862 -6.527
C 5.996 -1.555 -4.520
C 5.264 -0.221 -4.649
O 4.020 -0.312 -5.415
O 6.596 -1.935 -5.774
H 5.308 -2.314 -4.147
H 6.760 -1.465 -3.748
H 5.869 0.376 -5.332
H 5.268 0.363 -3.729
H 4.297 -0.611 -6.283
H 7.142 -2.685 -5.526
C -9.235 -1.363 -0.428
O -9.140 -2.574 -0.210
N -10.129 -0.711 -1.161
N -8.612 -0.441 0.213
H -9.868 0.251 -1.323
H -10.849 -1.204 -1.670
H -7.845 -0.736 0.801
H -8.756 0.502 -0.118
C 6.139 -6.108 1.155
O 7.176 -6.731 1.033
N 5.185 -6.060 0.342
N 5.958 -5.318 2.162
H 5.226 -6.689 -0.447
H 4.638 -5.222 0.477
H 5.481 -4.447 1.976
H 6.598 -5.127 2.920
C 4.431 0.951 3.696
O 3.895 -0.089 3.389
N 4.193 2.078 3.146
N 5.282 1.035 4.652
H 3.402 2.101 2.519
H 4.816 2.843 3.365
H 5.656 1.950 4.858
H 5.770 0.252 5.064
C -2.866 4.076 3.259
O -3.634 4.276 2.313
N -1.818 3.372 3.185
N -3.082 4.550 4.437
H -1.518 2.972 2.307
H -1.205 3.410 3.986
H -4.058 4.765 4.582
H -2.537 4.096 5.156

=====

# 3
119
Properties=species:S:1:pos:R:3 method="wB97M-V/def2-TZVPD" relative_energy_kcal_mol=0.0 charge=+1 lumo_energy_ev=-1.74
N -0.569 0.232 0.356
H 0.065 -0.081 1.131
H -1.156 0.881 0.592
H -1.166 -0.674 0.180
H -0.070 0.493 -0.523
C -4.590 3.325 1.253
C -3.562 2.954 2.266
C -2.200 3.544 1.897
O -1.734 3.264 0.637
C -0.425 3.707 0.404
N -3.854 3.465 3.581
H -4.739 4.416 1.241
H -5.498 2.680 1.494
H -4.481 2.987 0.232
H -3.387 2.020 2.441
H -1.414 3.260 2.692
H -2.184 4.662 2.091
H -0.075 3.526 -0.589
H 0.202 3.124 0.973
H 0.053 4.655 0.724
H -4.836 3.175 3.821
H -4.215 4.364 3.458
C -2.499 -1.017 3.396
C -1.412 -1.936 3.910
C -1.678 -3.348 3.537
O -2.711 -3.766 4.325
C -2.810 -5.195 4.224
N -0.194 -1.494 3.186
H -2.239 0.060 3.542
H -3.458 -1.404 3.491
H -2.453 -0.889 2.388
H -1.375 -1.918 5.148
H -0.735 -3.893 4.004
H -1.677 -3.258 2.493
H -3.590 -5.321 5.082
H -1.930 -5.561 4.601
H -2.968 -5.644 3.188
H 0.567 -2.054 3.549
H -0.062 -0.606 3.452
C 3.049 2.278 -1.797
C 2.557 2.385 -3.284
C 1.867 3.661 -3.513
O 0.525 3.680 -2.984
C -0.259 4.821 -3.051
N 3.781 2.348 -4.056
H 3.443 1.328 -1.780
H 2.028 2.167 -1.121
H 3.524 3.087 -1.411
H 2.022 1.411 -3.569
H 1.875 3.702 -4.619
H 2.258 4.453 -3.143
H -1.166 4.538 -2.716
H -0.307 5.528 -3.987
H 0.178 5.373 -2.259
H 4.689 2.986 -3.970
H 4.163 1.321 -4.422
C 4.299 -0.006 1.155
C 3.683 -0.968 2.243
C 4.380 -2.361 2.433
O 4.409 -3.006 1.192
C 5.330 -4.065 0.946
N 3.580 -0.239 3.501
H 3.795 0.967 0.845
H 4.310 -0.725 0.347
H 5.244 0.148 1.354
H 2.667 -1.137 1.855
H 4.033 -2.994 3.289
H 5.378 -2.032 2.910
H 6.349 -3.731 1.114
H 5.021 -4.449 0.001
H 5.181 -4.801 1.585
H 4.461 0.083 3.780
H 3.047 -0.769 4.307
C 1.881 -1.129 -2.000
C 1.063 -2.250 -1.407
C 1.541 -3.632 -1.739
O 1.552 -3.675 -3.154
C 2.346 -4.832 -3.616
N 1.097 -2.164 0.052
H 1.264 -0.186 -2.038
H 2.107 -1.424 -2.933
H 2.838 -1.115 -1.435
H -0.025 -2.401 -1.905
H 1.014 -4.478 -1.231
H 2.575 -3.768 -1.424
H 3.509 -4.768 -3.403
H 2.223 -4.601 -4.659
H 1.929 -5.773 -3.218
H 2.038 -2.476 0.533
H 0.374 -2.747 0.559
C -2.929 2.082 -4.121
C -2.467 1.075 -3.044
C -1.594 -0.117 -3.588
O -2.531 -1.048 -4.128
C -1.771 -1.961 -4.996
N -1.518 1.725 -2.128
H -3.350 1.621 -5.008
H -2.099 2.540 -4.508
H -3.579 2.735 -3.834
H -3.336 0.540 -2.614
H -0.974 -0.497 -2.940
H -1.012 0.327 -4.382
H -2.669 -2.679 -5.479
H -1.265 -2.646 -4.126
H -1.161 -1.699 -5.883
H -1.862 2.391 -1.586
H -0.693 2.272 -2.597
C -5.061 -0.425 0.583
O -3.764 -0.651 0.014
H -5.099 -0.956 1.450
H -5.920 -0.604 -0.118
H -4.981 0.503 0.874
H -3.749 -1.335 -0.700
C 0.679 1.842 3.739
O 1.283 1.357 2.500
H 1.408 1.559 4.610
H -0.294 1.570 3.893
H 0.427 2.996 3.527
H 2.219 1.186 2.565

=====

no.,frontier orbital gap (eV),E_HOMO (eV)
1,10.53,-11.91
2,9.16,-9.26
3,9.01,-10.75